A 8-piece molecular cluster, C14H36N9O16 overall in a non-equilibrium geometry, computed with wB97M-V/def2-TZVPD.

Output
- Kohn-Sham gap (Eh) = 0.1694
- total charge = -1
- HOMO (eV) = -3.23
- LUMO level (eV) = 1.38
- multiplicity = 1
- electronic energy (eV) = -61252.319

Each atom is followed by the atoms it is bonded to, with distances in Å.
Atoms and positions in Å:
1 C 4.1120 0.3619 0.2621  C2 1.537, H12 1.093, H13 1.093, H14 1.090
2 C 2.9764 1.0073 -0.5483  C1 1.537, C3 1.545, H15 1.094, H16 1.085
3 C 2.6642 2.4480 -0.0865  C2 1.545, C4 1.542, H17 1.095, H18 1.093
4 C 1.1803 2.7545 0.1983  C3 1.542, N5 1.456, H19 1.094, H20 1.103
5 N 0.2603 1.9993 -0.6403  C4 1.456, N6 1.444, H21 1.021
6 N -1.0430 2.6112 -0.7459  N5 1.444, C7 1.359
7 C -1.8137 2.4034 0.3536  N6 1.359, O8 1.591, H22 1.101, H23 1.102
8 O -3.1575 1.6699 -0.0796  C7 1.591, C9 1.309
9 C -3.6273 0.6511 0.5951  O8 1.309, C10 1.516, O11 1.224
10 C -4.0230 -0.5021 -0.3061  C9 1.516, H24 1.085, H25 1.093, H26 1.090
11 O -3.7710 0.6344 1.8100  C9 1.224
12 H 4.7737 1.1481 0.6348  C1 1.093
13 H 4.7133 -0.2915 -0.3757  C1 1.093
14 H 3.7587 -0.2496 1.0921  C1 1.090
15 H 3.3362 1.0587 -1.5804  C2 1.094
16 H 2.0864 0.3873 -0.5716  C2 1.085
17 H 3.2082 2.6229 0.8480  C3 1.095
18 H 3.0580 3.1687 -0.8074  C3 1.093
19 H 0.9722 3.8018 -0.0377  C4 1.094
20 H 0.9825 2.6461 1.2779  C4 1.103
21 H 0.1524 1.0636 -0.2464  N5 1.021
22 H -1.3513 1.7729 1.1291  C7 1.101
23 H -2.2212 3.2986 0.8499  C7 1.102
24 H -4.1127 -0.1153 -1.3161  C10 1.085
25 H -3.2135 -1.2358 -0.3032  C10 1.093
26 H -4.9307 -0.9916 0.0455  C10 1.090
27 C -2.6369 1.0843 4.4099  N28 1.486, H31 1.083, H32 1.083, H33 1.087
28 N -1.2488 1.5717 4.6162  C27 1.486, O29 1.219, O30 1.209
29 O -0.6758 1.3275 5.6646  N28 1.219
30 O -0.7804 2.1736 3.6780  N28 1.209
31 H -2.9609 0.5681 5.3056  C27 1.083
32 H -3.2624 1.9405 4.1914  C27 1.083
33 H -2.6092 0.4190 3.5508  C27 1.087
34 C -0.5783 -2.1815 6.8881  N35 1.490, H38 1.083, H39 1.086, H40 1.085
35 N -0.8050 -2.4414 5.4389  C34 1.490, O36 1.210, O37 1.213
36 O -1.6526 -1.7816 4.8810  N35 1.210
37 O -0.1113 -3.2906 4.9198  N35 1.213
38 H -1.2569 -1.3967 7.1986  C34 1.083
39 H -0.7605 -3.1135 7.4142  C34 1.086
40 H 0.4577 -1.8774 6.9985  C34 1.085
41 C 2.2205 -3.6348 -1.9760  N42 1.491, H45 1.080, H46 1.086, H47 1.086
42 N 2.9004 -2.7654 -0.9730  C41 1.491, O43 1.217, O44 1.210
43 O 4.1152 -2.8007 -0.9178  N42 1.217
44 O 2.1828 -2.0761 -0.2838  N42 1.210
45 H 2.9740 -4.1919 -2.5136  C41 1.080
46 H 1.5510 -4.2868 -1.4236  C41 1.086
47 H 1.6542 -2.9774 -2.6287  C41 1.086
48 C 7.2413 0.5311 -2.3362  N49 1.489, H52 1.083, H53 1.086, H54 1.086
49 N 6.2988 0.6272 -3.4846  C48 1.489, O50 1.210, O51 1.215
50 O 5.6902 1.6622 -3.6379  N49 1.210
51 O 6.2193 -0.3495 -4.2021  N49 1.215
52 H 7.2157 1.4652 -1.7883  C48 1.083
53 H 6.9204 -0.2967 -1.7110  C48 1.086
54 H 8.2258 0.3381 -2.7513  C48 1.086
55 C -5.8044 3.1686 2.0675  N56 1.492, H59 1.083, H60 1.086, H61 1.086
56 N -6.0449 3.2017 3.5398  C55 1.492, O57 1.213, O58 1.214
57 O -5.1107 3.5133 4.2480  N56 1.213
58 O -7.1521 2.8995 3.9352  N56 1.214
59 H -4.7738 3.4475 1.8837  C55 1.083
60 H -6.0007 2.1546 1.7332  C55 1.086
61 H -6.5042 3.8643 1.6143  C55 1.086
62 C -2.6146 2.2896 -3.5427  N63 1.497, H66 1.099, H67 1.087, H68 1.087
63 N -3.1680 1.0393 -4.1528  C62 1.497, O64 1.214, O65 1.220
64 O -3.0122 0.0064 -3.5338  N63 1.214
65 O -3.7312 1.1158 -5.2320  N63 1.220
66 H -2.1234 2.0560 -2.5877  C62 1.099
67 H -1.9050 2.6956 -4.2585  C62 1.087
68 H -3.4524 2.9705 -3.4140  C62 1.087
69 C 1.2397 -6.3377 -6.0623  N70 1.489, H73 1.083, H74 1.085, H75 1.085
70 N 1.6473 -5.8259 -4.7244  C69 1.489, O71 1.212, O72 1.213
71 O 2.6932 -5.2184 -4.6418  N70 1.212
72 O 0.8946 -6.0513 -3.8002  N70 1.213
73 H 2.0039 -6.0583 -6.7767  C69 1.083
74 H 1.1397 -7.4150 -5.9751  C69 1.085
75 H 0.2812 -5.8864 -6.2986  C69 1.085